w.
Density functional theory data (wB97M-V/def2-TZVPD) for C2H4N6 in the gas phase.

Each line ends with the Mulliken charge.
CARTESIAN COORDINATES (ANGSTROEM)
C: -1.847 -0.122 -0.057  0.04
C: 1.375 0.760 0.503  0.10
H: -0.952 -1.156 1.233  0.25
H: -2.779 0.126 -0.637  0.32
H: -0.900 0.918 -1.571  0.23
H: 1.023 1.703 0.952  0.40
N: -1.896 -0.873 0.939  -0.57
N: -0.716 0.417 -0.720  -0.41
N: 0.583 0.099 -0.398  0.37
N: 2.488 0.120 0.691  -0.36
N: 2.364 -0.986 -0.155  -0.21
N: 1.256 -1.006 -0.782  -0.16

Results
SMILES string: [H]/N=C\Nn1cnnn1
LUMO level: 0.5177 eV
Gap between HOMO and LUMO: 10.963 eV
HOMO energy: -10.4448 eV

x.
Density functional theory data (wB97M-V/def2-TZVPD) for C2H4N6 in the gas phase.

Each line ends with the Mulliken charge.
CARTESIAN COORDINATES (ANGSTROEM)
C: -0.636 0.535 0.759  0.45
C: 0.532 -0.009 -1.164  0.52
H: -1.698 2.282 1.061  0.24
H: -1.924 1.025 2.535  0.30
H: 0.850 1.314 -2.488  0.27
H: 0.021 -0.959 2.311  0.31
N: -1.395 1.437 1.492  -0.47
N: -0.086 0.943 -0.430  -0.49
N: 1.010 0.289 -2.344  -0.67
N: 0.704 -1.402 -0.615  -0.11
N: 0.421 -1.648 0.481  -0.35
N: -0.171 -0.594 1.275  -0.01

Results
SMILES string: [H]/N=c1/nn[nH]c(N)n1
LUMO level: 0.1364 eV
Gap between HOMO and LUMO: 8.702 eV
HOMO energy: -8.5651 eV

y.
Density functional theory data (wB97M-V/def2-TZVPD) for C2H4N6 in the gas phase.

Each line ends with the Mulliken charge.
CARTESIAN COORDINATES (ANGSTROEM)
C: -0.252 -0.489 0.775  0.18
C: 0.342 2.153 -1.267  0.04
H: -1.029 -3.284 -0.244  0.30
H: 0.521 -3.031 0.933  0.28
H: -0.709 -0.402 1.858  0.33
H: 0.848 2.326 -2.412  0.27
N: -0.469 -2.654 0.595  -0.53
N: 0.161 -1.388 -0.076  -0.36
N: 0.013 0.831 0.293  0.73
N: 0.008 0.890 -1.127  -0.46
N: 0.523 2.939 -0.116  -0.26
N: 0.043 2.109 0.788  -0.52

Results
SMILES string: N/N=C/n1ncnn1
LUMO level: -0.2934 eV
Gap between HOMO and LUMO: 9.709 eV
HOMO energy: -10.0025 eV

Ordering by calculated energy gives the sequence w, x, y, with the first entry being the most stable.

w.
Density functional theory data (wB97M-V/def2-TZVPD) for C8H11N2 as an isolated structure.

Each line ends with the Mulliken charge.
CARTESIAN COORDINATES (ANGSTROEM)
C: 0.927 -2.017 -1.175  -0.29
C: 0.921 -1.540 2.246  -0.03
C: 0.745 -2.129 0.160  0.28
C: -0.444 0.355 2.845  -0.05
C: 0.594 -0.731 -1.757  -0.67
C: -0.335 -0.605 0.542  -0.85
C: 0.333 0.250 -0.592  0.60
C: -0.545 1.422 -1.072  -1.51
N: 1.268 -2.370 1.322  -0.41
N: 0.032 -0.468 1.956  0.21
H: 1.513 -2.680 -1.904  0.37
H: 1.150 -1.609 3.333  0.33
H: -0.883 1.364 2.468  0.22
H: -0.133 0.430 3.811  0.32
H: 1.539 -0.477 -2.354  0.35
H: -0.221 -0.821 -2.600  0.30
H: -1.393 -0.934 0.443  0.40
H: 1.405 0.576 -0.307  0.29
H: -0.271 1.927 -1.947  0.42
H: -0.785 2.045 -0.253  0.34
H: -1.537 0.950 -1.318  0.36

Results
LUMO level (spin up / spin down): -5.8852 / -5.8886 eV
Gap between HOMO and LUMO (spin up / spin down): 7.003 / 6.999 eV
Net charge: +1
HOMO energy (spin up / spin down): -12.8886 / -12.8876 eV

x.
Density functional theory data (wB97M-V/def2-TZVPD) for an isolated ion of composition C8H11N2 and charge +1.

Each line ends with the Mulliken charge.
CARTESIAN COORDINATES (ANGSTROEM)
C: -1.566 -0.075 0.186  0.44
C: -0.156 -0.017 0.608  -0.22
C: -1.426 1.550 0.200  0.56
C: -1.972 0.049 -1.403  -0.52
C: -1.661 1.545 -1.360  -0.91
C: 1.969 -1.135 1.529  -0.52
C: 2.295 -1.009 0.085  -0.60
C: 0.749 -1.071 0.562  -0.10
N: -2.384 0.910 0.916  -0.46
N: -0.102 1.285 0.716  -0.07
H: -1.489 -0.740 -2.005  0.34
H: -2.992 -0.188 -1.497  0.32
H: -2.434 2.203 -1.649  0.32
H: -0.937 1.876 -2.030  0.38
H: 2.143 -2.179 1.971  0.27
H: 2.247 -0.398 2.225  0.29
H: 2.432 -0.042 -0.117  0.37
H: 2.542 -1.774 -0.613  0.29
H: 0.251 -2.109 0.576  0.49
H: -2.456 0.991 1.906  0.28
H: 0.486 1.897 1.123  0.07

Results
SMILES string: C1CC1C1=[NH+][C@@]23CC[C@@]12N3
LUMO level: -4.4066 eV
Gap between HOMO and LUMO: 9.033 eV
Net charge: +1
HOMO energy: -13.4395 eV

y.
Density functional theory data (wB97M-V/def2-TZVPD) for an isolated ion of composition C8H11N2 and charge +1.

Each line ends with the Mulliken charge.
CARTESIAN COORDINATES (ANGSTROEM)
C: 0.241 1.828 3.040  0.18
C: -0.381 1.005 -1.380  -0.46
C: -1.489 1.593 -0.846  -0.40
C: 0.462 0.139 -0.670  1.05
C: -0.103 -0.716 0.215  -0.36
C: -1.257 0.915 1.369  -0.17
C: 1.969 0.096 -0.874  -1.39
C: -1.290 -1.519 -0.106  -1.16
N: -1.618 1.836 0.417  -0.50
N: -0.447 1.392 2.258  0.11
H: 0.886 2.409 3.801  0.44
H: 0.002 1.326 -2.367  0.38
H: -1.984 2.355 -1.467  0.43
H: 0.600 -1.383 0.775  0.38
H: -1.946 0.066 1.546  0.33
H: 2.292 -0.910 -0.786  0.39
H: 2.368 0.771 -0.077  0.27
H: 2.261 0.313 -1.835  0.46
H: -1.911 -0.874 -0.878  0.29
H: -1.951 -1.679 0.735  0.35
H: -0.975 -2.496 -0.405  0.37

Results
SMILES string: C#[N+]/C=N/C=C\C(C)=C/C
LUMO level (spin up / spin down): -5.3294 / -5.3328 eV
Gap between HOMO and LUMO (spin up / spin down): 7.094 / 7.091 eV
Net charge: +1
HOMO energy (spin up / spin down): -12.4237 / -12.4237 eV

Ordering by calculated energy gives the sequence w, y, x, with the first entry being the most stable.

w.
Density functional theory data (wB97M-V/def2-TZVPD) for a 2-piece molecular cluster, CH8NS overall.

Each line ends with the Mulliken charge.
CARTESIAN COORDINATES (ANGSTROEM)
N: 1.576 -0.632 -0.747  -0.44
H: 2.218 0.095 -0.526  0.38
H: 2.018 -1.505 -0.392  0.38
H: 1.612 -0.487 -1.703  0.37
H: 0.546 -0.345 -0.317  0.20
C: -1.090 0.844 1.009  -0.80
S: -1.547 0.083 -0.653  -0.27
H: -0.160 0.441 1.387  0.39
H: -2.024 0.690 1.579  0.30
H: -1.004 1.909 0.678  0.28
H: -2.146 -1.093 -0.316  0.21

Results
LUMO level: -3.9873 eV
Gap between HOMO and LUMO: 9.936 eV
Net charge: +1
HOMO energy: -13.9232 eV

x.
Density functional theory data (wB97M-V/def2-TZVPD) for a 2-piece molecular cluster, CH8NS overall.

Each line ends with the Mulliken charge.
CARTESIAN COORDINATES (ANGSTROEM)
C: 0.446 -0.448 1.213  -0.70
N: 1.042 0.069 -0.066  -0.18
H: 1.061 -1.255 1.597  0.33
H: 0.406 0.348 1.946  0.32
H: -0.531 -0.851 0.971  0.29
H: 1.407 -0.721 -0.592  0.38
H: 1.797 0.734 0.081  0.36
H: 0.302 0.545 -0.639  0.14
S: -1.826 1.120 -1.402  -0.41
H: -1.637 0.268 -2.412  0.24
H: -2.467 0.191 -0.696  0.22

Results
LUMO level: -3.6692 eV
Gap between HOMO and LUMO: 10.768 eV
Net charge: +1
HOMO energy: -14.4373 eV

Ordering by calculated energy gives the sequence x, w, with the first entry being the most stable.